# 1
DFT (ωB97M-V/def2-TZVPD) results for C43H47N5O4Sr as an isolated structure.

Its highest occupied orbital energy is -1.35 eV. The maximum force comes out at 0.0151 Eh/bohr. As for the net charge: -2. As for the LUMO energy: 4.27 eV. The calculation puts the energy at -61838.04791 eV. As for the gap between HOMO and LUMO: 5.621 eV.

Each line ends with the Mulliken charge.
CARTESIAN COORDINATES (ANGSTROEM)
Sr 0.35 0.92 -0.87  2.02
C 4.79 1.97 4.21  -1.02
C 4.90 2.28 2.71  -1.24
C 4.02 1.38 1.89  0.86
C 4.37 0.24 1.24  0.84
C 5.73 -0.35 1.08  -1.23
C 6.32 -0.02 -0.30  -1.10
C 3.14 -0.28 0.65  0.06
C 3.04 -1.48 -0.08  -0.70
C 1.90 -2.07 -0.63  0.18
C 1.88 -3.33 -1.38  0.88
C 3.09 -4.16 -1.70  -1.24
C 3.56 -5.01 -0.52  -1.20
C 0.59 -3.54 -1.75  0.74
C -0.17 -2.40 -1.23  0.09
C -1.54 -2.20 -1.41  -0.99
C -2.33 -1.15 -0.93  0.30
N -1.86 -0.10 -0.22  -0.24
C -2.90 0.71 0.08  0.03
C -2.81 1.87 0.84  -0.71
C -1.68 2.44 1.44  0.05
N -0.41 1.98 1.31  -0.14
C 0.40 2.75 2.06  0.39
C 1.79 2.58 2.20  -1.08
C 2.59 1.56 1.68  -0.10
N 2.12 0.55 0.92  -0.48
C -0.39 3.78 2.73  0.46
C -1.68 3.58 2.34  0.58
C -2.91 4.33 2.78  -1.13
C -3.68 3.59 3.88  -1.00
C 0.14 4.80 3.69  -1.10
C 0.34 4.22 5.10  -0.98
C -4.13 0.14 -0.47  0.55
C -3.77 -1.01 -1.10  0.53
C -4.66 -1.98 -1.81  -1.11
C -5.01 -3.20 -0.95  -1.05
C -5.49 0.74 -0.33  -1.15
C -6.12 0.43 1.03  -0.94
N 0.65 -1.56 -0.57  -0.53
C 0.02 -4.67 -2.54  -1.16
C -0.65 -5.73 -1.65  -1.12
H 5.41 2.65 4.80  0.36
H 5.10 0.95 4.40  0.29
H 3.75 2.07 4.54  0.17
H 5.94 2.18 2.40  0.45
H 4.62 3.33 2.54  0.41
H 5.69 -1.44 1.20  0.38
H 6.40 0.03 1.86  0.45
H 5.64 -0.34 -1.10  0.25
H 7.29 -0.50 -0.45  0.35
H 6.45 1.06 -0.41  0.30
H 3.97 -2.02 -0.24  0.30
H 3.89 -3.49 -2.03  0.29
H 2.86 -4.81 -2.55  0.52
H 3.78 -4.39 0.35  0.26
H 4.45 -5.59 -0.77  0.40
H 2.77 -5.71 -0.22  0.27
H -2.07 -2.96 -1.99  0.30
H -3.74 2.41 1.00  0.24
H 2.29 3.32 2.81  0.18
H -3.57 4.48 1.92  0.39
H -2.63 5.32 3.13  0.38
H -3.97 2.60 3.53  0.17
H -4.58 4.14 4.17  0.37
H -3.05 3.47 4.76  0.24
H -0.54 5.65 3.75  0.41
H 1.09 5.19 3.33  0.39
H -0.61 3.87 5.50  0.22
H 0.75 4.96 5.78  0.36
H 1.02 3.36 5.06  0.19
H -4.16 -2.32 -2.73  0.35
H -5.58 -1.48 -2.12  0.42
H -4.10 -3.71 -0.63  0.19
H -5.64 -3.91 -1.50  0.39
H -5.55 -2.89 -0.06  0.23
H -6.14 0.36 -1.13  0.46
H -5.43 1.82 -0.47  0.36
H -6.23 -0.65 1.16  0.22
H -7.11 0.89 1.13  0.38
H -5.48 0.80 1.83  0.12
H 0.81 -5.15 -3.13  0.48
H -0.71 -4.28 -3.26  0.34
H 0.07 -6.16 -0.96  0.25
H -1.09 -6.53 -2.25  0.38
H -1.44 -5.27 -1.06  0.20
O -2.79 2.79 -3.62  -0.85
C -1.74 2.32 -3.15  0.02
O -1.12 2.68 -2.11  -0.61
C -1.09 1.18 -3.95  0.37
C -1.68 0.66 -5.10  -0.40
C -1.00 -0.33 -5.80  -0.36
C 0.24 -0.75 -5.35  -0.37
C 0.76 -0.18 -4.19  0.29
N 0.08 0.75 -3.52  -0.13
C 2.15 -0.54 -3.64  0.21
O 2.74 -1.48 -4.19  -0.84
O 2.55 0.19 -2.69  -0.62
H -2.64 1.05 -5.41  0.51
H -1.44 -0.76 -6.69  0.38
H 0.82 -1.51 -5.86  0.50

# 2
DFT (ωB97M-V/def2-TZVPD) results for C34H30BBiN4O5 as an isolated structure at a distorted geometry.

The energy above the lowest of the compared OMol25 structures with the same formula, charge and spin comes out at 0.592 eV. Its highest occupied orbital energy is -7.36 eV. The maximum force comes out at 0.0537 Eh/bohr. As for the LUMO energy: -0.82 eV. The calculation puts the energy at -58459.60376 eV. As for the gap between HOMO and LUMO: 6.542 eV.

Each line ends with the Mulliken charge.
CARTESIAN COORDINATES (ANGSTROEM)
Bi -2.22 0.28 -0.87  1.29
C -4.75 3.71 0.65  -1.45
C -3.55 3.01 0.11  0.47
N -3.25 1.81 0.58  0.51
N -3.93 1.17 1.53  -0.86
C -3.39 0.00 1.85  0.55
O -2.42 -0.58 1.20  -0.45
C -3.95 -0.66 3.02  0.21
C -5.02 -0.06 3.65  0.01
C -5.73 -0.69 4.67  -0.73
C -5.37 -2.00 5.02  -0.31
C -4.24 -2.58 4.47  -0.62
C -3.48 -1.91 3.52  -0.43
C -2.75 3.47 -1.00  0.61
C -2.89 4.77 -1.58  -0.91
C -2.08 5.10 -2.66  -0.28
C -1.05 4.23 -3.06  -0.94
C -1.01 2.98 -2.50  -0.05
N -1.78 2.65 -1.44  -0.06
H -5.00 3.12 1.56  0.27
H -5.60 3.56 -0.04  0.29
H -4.58 4.74 0.91  0.44
H -5.41 0.93 3.32  0.26
H -6.56 -0.24 5.24  0.35
H -6.01 -2.60 5.69  0.34
H -4.03 -3.63 4.64  0.34
H -2.53 -2.28 3.15  0.48
H -3.64 5.47 -1.24  0.38
H -2.19 6.07 -3.14  0.39
H -0.26 4.57 -3.68  0.43
H -0.34 2.18 -2.77  0.53
O -5.05 -2.81 -1.73  -0.66
C -4.10 -2.14 -1.33  0.23
O -4.07 -0.84 -1.25  -0.66
C -2.80 -2.89 -0.99  0.82
C -2.91 -4.20 -0.40  -0.58
C -1.76 -4.77 0.07  -0.80
C -0.49 -4.26 -0.36  0.90
C 0.73 -4.92 -0.23  -0.46
C 1.96 -4.32 -0.56  -0.95
C 1.94 -3.04 -1.13  -0.35
C 0.75 -2.40 -1.42  -0.50
C -0.46 -2.96 -1.01  0.21
N -1.67 -2.33 -1.31  -0.48
H -3.91 -4.60 -0.16  0.43
H -1.75 -5.64 0.75  0.37
H 0.68 -5.97 0.13  0.36
H 2.89 -4.84 -0.37  0.41
H 2.89 -2.55 -1.27  0.45
H 0.67 -1.55 -2.10  0.56
C 7.17 -0.20 -1.12  -1.45
C 6.22 1.05 -1.02  1.83
C 6.33 1.77 -2.34  -1.97
C 6.85 1.95 0.10  -1.45
C 4.82 0.72 -0.66  0.39
C 4.66 0.00 0.51  -0.27
C 3.41 -0.18 1.14  -1.72
C 2.34 0.23 0.42  0.79
O 0.94 0.03 0.72  -0.54
B 0.23 0.53 -0.43  0.36
O 1.18 1.02 -1.35  -0.55
C 2.47 0.85 -0.82  0.53
C 3.67 1.13 -1.40  -0.98
H 8.22 0.17 -1.31  0.39
H 6.81 -0.84 -1.92  0.39
H 7.16 -0.75 -0.16  0.32
H 7.39 2.03 -2.57  0.40
H 5.83 2.81 -2.40  0.30
H 5.98 1.20 -3.23  0.40
H 7.86 2.23 -0.26  0.41
H 6.97 1.35 1.00  0.38
H 6.27 2.85 0.36  0.32
H 5.59 -0.34 0.95  0.41
H 3.26 -0.60 2.14  0.48
H 3.82 1.44 -2.44  0.43

# 3
DFT (ωB97M-V/def2-TZVPD) results for C35H25N3O2PSiZn as an isolated structure at a distorted geometry.

Its highest occupied orbital energy is -5.47 eV. The maximum force comes out at 0.0653 Eh/bohr. As for the net charge: -1. As for the LUMO energy: 2.18 eV. The calculation puts the energy at -110851.29394 eV. As for the gap between HOMO and LUMO: 7.644 eV.

Each line ends with the Mulliken charge.
CARTESIAN COORDINATES (ANGSTROEM)
Zn 0.37 0.09 -0.06  0.37
O -0.61 -0.92 -4.01  -0.72
C -0.39 -1.09 -2.79  -0.08
O 0.46 -0.35 -2.06  -0.60
C -1.12 -2.28 -2.26  0.32
C -1.24 -3.45 -3.04  -0.38
C -1.85 -4.62 -2.63  -0.80
C -2.44 -4.56 -1.37  -0.52
C -2.54 -3.41 -0.65  -0.52
C -1.80 -2.27 -1.03  0.50
P -1.89 -0.71 0.00  0.64
C -2.22 -1.16 1.68  1.16
C -1.58 -2.35 2.19  -0.75
C -1.74 -2.65 3.52  -0.78
C -2.45 -1.80 4.38  -0.58
C -2.99 -0.64 3.87  -0.48
C -2.91 -0.29 2.55  -0.82
C -3.20 0.34 -0.60  0.50
C -4.56 0.04 -0.34  -0.57
C -5.50 0.77 -1.03  -0.50
C -5.18 1.82 -1.87  -0.43
C -3.88 2.19 -2.03  -0.78
C -2.88 1.36 -1.43  -0.04
H -0.78 -3.37 -4.05  0.38
H -1.82 -5.53 -3.21  0.42
H -2.84 -5.41 -0.90  0.44
H -3.29 -3.32 0.09  0.44
H -0.88 -2.82 1.54  0.44
H -1.27 -3.52 3.93  0.51
H -2.64 -1.99 5.42  0.40
H -3.51 0.02 4.55  0.39
H -3.36 0.62 2.27  0.48
H -4.84 -0.79 0.27  0.44
H -6.60 0.56 -0.87  0.27
H -6.02 2.29 -2.33  0.39
H -3.52 3.04 -2.62  0.39
H -1.87 1.62 -1.71  0.33
N 1.77 -1.32 0.71  -0.13
C 2.32 -2.36 0.57  0.47
C 2.81 -3.66 0.72  -0.12
C 3.87 -4.27 0.01  0.05
N 4.63 -4.90 -0.60  -0.54
C 2.02 -4.40 1.64  0.18
N 1.21 -4.90 2.30  -0.59
C 6.32 0.61 -0.60  -0.14
C 5.20 0.00 -1.19  -0.76
C 3.95 0.36 -0.73  -0.46
C 3.68 1.37 0.25  0.13
C 4.82 1.87 0.82  0.13
C 6.08 1.59 0.39  -0.54
Si 1.86 1.76 0.58  0.51
C 1.72 3.61 0.44  0.45
C 2.60 4.40 -0.27  -0.10
C 2.45 5.77 -0.50  -0.71
C 1.18 6.31 -0.18  -0.25
C 0.28 5.61 0.58  -0.72
C 0.54 4.24 0.84  -0.54
H 7.39 0.31 -0.77  0.30
H 5.30 -0.77 -1.99  0.35
H 3.08 -0.07 -1.22  0.30
H 4.74 2.59 1.67  0.28
H 7.00 1.83 0.98  0.24
H 1.77 1.64 2.09  -0.35
H 3.58 4.01 -0.52  0.30
H 3.22 6.34 -1.03  0.34
H 0.88 7.32 -0.49  0.31
H -0.63 6.04 0.90  0.42
H -0.26 3.63 1.23  0.30

# 4
DFT (ωB97M-V/def2-TZVPD) results for C23H52AlBr14N2O2P2S2 as an isolated structure.

The energy above the lowest of the compared OMol25 structures with the same formula, charge and spin comes out at 0.000 eV. Its highest occupied orbital energy is -4.00 eV. The maximum force comes out at 0.0188 Eh/bohr. As for the net charge: -1. As for the LUMO energy: 1.53 eV. The calculation puts the energy at -1059213.05763 eV. As for the gap between HOMO and LUMO: 5.529 eV.

Each line ends with the Mulliken charge.
CARTESIAN COORDINATES (ANGSTROEM)
C 3.31 -3.39 3.47  -1.13
C 3.46 -1.91 3.17  -0.49
N 4.06 -1.61 1.85  0.14
C 4.10 -0.15 1.65  -0.70
C 5.10 0.24 0.58  -0.76
C 3.29 -2.21 0.81  -0.36
S 3.92 -3.34 -0.15  -0.15
S 1.64 -1.66 0.64  -0.13
C 0.76 -3.24 0.58  -0.43
C -0.63 -3.09 1.22  -0.74
C -1.75 -2.85 0.22  -0.68
Al -3.50 -2.20 0.94  -0.29
O -4.80 -2.88 -0.08  -0.33
P -3.86 -2.93 3.19  0.28
N -2.71 -2.58 4.26  -0.86
P -3.66 0.15 0.64  0.33
C -4.13 0.96 2.22  -1.06
O -5.13 0.31 -0.20  -0.54
H 3.33 -4.00 2.58  0.29
H 4.07 -3.74 4.16  0.35
H 2.35 -3.57 3.95  0.29
H 2.51 -1.39 3.31  0.40
H 4.14 -1.48 3.90  0.48
H 4.41 0.28 2.60  0.54
H 3.11 0.26 1.44  0.37
H 5.22 -0.53 -0.17  0.23
H 4.79 1.17 0.10  0.28
H 6.07 0.45 1.03  0.11
H 1.36 -3.98 1.10  0.41
H 0.65 -3.57 -0.45  0.39
H -0.58 -2.26 1.93  0.20
H -0.82 -4.00 1.77  0.26
H -1.95 -3.77 -0.32  0.33
H -1.42 -2.12 -0.53  0.44
H -5.34 -3.50 0.41  0.15
H -5.13 -2.49 3.65  0.01
H -4.10 -4.33 3.18  0.01
H -1.99 -2.05 3.79  0.31
H -4.85 1.73 1.98  0.29
H -4.54 0.31 2.98  0.31
H -3.24 1.46 2.60  0.31
H -5.23 -0.48 -0.76  0.18
Br 7.63 -2.88 0.23  -0.04
C 9.43 -2.16 0.33  -0.51
C 9.43 -0.75 0.86  -0.67
Br 8.81 0.53 -0.45  -0.13
H 9.85 -2.21 -0.67  0.37
H 9.98 -2.82 0.99  0.25
H 10.45 -0.44 1.12  0.41
H 8.79 -0.64 1.73  0.38
Br -3.98 4.45 -0.71  -0.18
C -5.69 4.10 -1.57  -0.36
C -5.56 3.06 -2.66  -0.51
Br -4.73 3.79 -4.26  -0.15
H -6.06 5.05 -1.94  0.17
H -6.34 3.73 -0.78  0.34
H -6.55 2.72 -2.97  0.35
H -4.97 2.21 -2.34  0.33
Br 11.45 -5.80 1.02  -0.17
C 10.22 -6.76 -0.15  -0.56
C 8.79 -6.43 0.14  -0.06
Br 8.15 -7.28 1.76  -0.12
H 10.44 -7.82 -0.02  0.40
H 10.49 -6.46 -1.16  0.35
H 8.14 -6.79 -0.66  0.36
H 8.64 -5.36 0.27  -0.22
Br -8.06 5.85 0.48  -0.15
C -6.50 7.01 0.46  -0.42
C -6.66 8.18 1.38  -0.66
Br -7.87 9.52 0.66  -0.16
H -6.35 7.31 -0.57  0.36
H -5.66 6.39 0.77  0.24
H -5.71 8.69 1.52  0.39
H -7.06 7.89 2.35  0.40
Br -7.76 6.97 -4.11  -0.14
C -9.46 6.22 -3.56  -0.59
C -9.40 4.73 -3.40  -0.17
Br -9.36 3.80 -5.11  -0.13
H -10.19 6.53 -4.31  0.42
H -9.69 6.69 -2.61  0.32
H -10.29 4.37 -2.89  0.39
H -8.52 4.42 -2.86  -0.07
Br 10.17 5.31 -0.10  -0.13
C 8.88 4.51 -1.32  -0.24
C 7.47 4.95 -1.03  -0.59
Br 6.75 4.07 0.55  -0.12
H 9.00 3.43 -1.23  -0.02
H 9.18 4.83 -2.31  0.35
H 6.82 4.66 -1.85  0.34
H 7.40 6.01 -0.86  0.38
Br -4.73 -2.22 -3.19  -0.13
C -5.02 -4.12 -3.33  -0.58
C -6.44 -4.46 -3.69  -0.59
Br -7.67 -4.23 -2.20  -0.16
H -4.72 -4.54 -2.37  0.31
H -4.34 -4.47 -4.10  0.38
H -6.52 -5.51 -3.98  0.35
H -6.81 -3.84 -4.50  0.36

# 5
DFT (ωB97M-V/def2-TZVPD) results for one molecule with the formula C3H5NO2 at a distorted geometry.

The energy above the lowest of the compared OMol25 structures with the same formula, charge and spin comes out at 2.032 eV. Its highest occupied orbital energy is -10.91 eV. The maximum force comes out at 0.0388 Eh/bohr. As for the LUMO energy: 0.52 eV. As for the SMILES: N#C[C@H](O)CO. The calculation puts the energy at -8775.66234 eV. As for the gap between HOMO and LUMO: 11.425 eV.

Each line ends with the Mulliken charge.
CARTESIAN COORDINATES (ANGSTROEM)
N 1.12 -1.13 -1.98  -0.45
C 1.33 -0.39 -1.11  0.20
C 0.71 0.07 0.17  0.26
O 0.93 -0.89 1.16  -0.50
C -0.79 0.27 -0.15  -0.69
O -1.47 0.84 0.93  -0.48
H 1.15 1.00 0.51  0.31
H 0.42 -1.68 0.93  0.36
H -1.26 -0.71 -0.34  0.37
H -0.90 0.85 -1.08  0.31
H -1.25 1.78 0.95  0.32

# 6
DFT (ωB97M-V/def2-TZVPD) results for a 2-piece molecular cluster, C4H9N2O2 overall at a distorted geometry.

The energy above the lowest of the compared OMol25 structures with the same formula, charge and spin comes out at 5.610 eV. Its highest occupied orbital energy is -13.35 eV. The maximum force comes out at 0.0681 Eh/bohr. As for the net charge: +1. As for the LUMO energy: -4.28 eV. The calculation puts the energy at -11357.35765 eV. As for the gap between HOMO and LUMO: 9.062 eV.

Each line ends with the Mulliken charge.
CARTESIAN COORDINATES (ANGSTROEM)
C 2.57 -0.42 1.47  0.49
C -1.39 1.12 -1.43  -1.11
C -1.12 0.42 -0.15  0.13
C -0.63 -0.79 -0.10  -0.28
N 2.93 0.59 0.99  -0.03
N 2.13 -1.59 1.60  -0.31
O 3.05 1.87 1.49  -0.27
O -0.32 -1.42 1.18  -0.54
H -1.96 2.08 -1.39  0.32
H -0.40 1.41 -1.95  0.26
H -1.81 0.49 -2.24  0.30
H -1.34 1.14 0.73  0.22
H 3.96 1.98 1.67  0.36
H -0.33 -1.42 -0.87  0.47
H 2.69 -2.34 1.98  0.26
H 1.03 -1.39 1.33  0.36
H -0.83 -1.21 1.96  0.35

# 7
DFT (ωB97M-V/def2-TZVPD) results for C8H11BNO2 as an isolated structure at a distorted geometry.

The energy above the lowest of the compared OMol25 structures with the same formula, charge and spin comes out at 2.396 eV. Its highest occupied orbital energy is -13.02 eV. The maximum force comes out at 0.1074 Eh/bohr. As for the net charge: +1. As for the LUMO energy: -3.14 eV. The calculation puts the energy at -14730.08629 eV. As for the gap between HOMO and LUMO: 9.882 eV.

Each line ends with the Mulliken charge.
CARTESIAN COORDINATES (ANGSTROEM)
B 2.07 0.84 -0.88  0.58
C -1.60 -2.12 1.60  -0.66
C -0.20 -2.08 1.90  -0.56
C -2.15 -1.18 0.71  -0.68
C 0.55 -1.06 1.41  -0.47
C -1.35 -0.14 0.23  0.45
C -0.03 -0.18 0.59  0.67
C -1.73 1.01 -0.68  -0.53
C 0.76 1.36 -0.29  -0.62
N -0.38 1.45 -1.22  -0.09
O 3.08 0.97 -0.07  -0.50
O 2.12 0.42 -2.12  -0.59
H -2.24 -2.72 2.09  0.51
H 0.15 -2.78 2.63  0.40
H -3.22 -1.25 0.21  0.27
H 1.65 -1.10 1.64  0.36
H -2.37 0.59 -1.48  0.42
H -2.30 1.89 -0.23  0.27
H 0.89 2.18 0.42  0.36
H -0.02 0.76 -1.87  0.37
H -0.37 2.47 -1.75  0.39
H 3.95 0.63 -0.09  0.32
H 2.73 0.05 -2.74  0.34

- Which formula does entry 3 have?
  C35H25N3O2PSiZn